Record 1
The following is a quantum chemistry calculation of C32H26N3O2PS2W as an isolated structure, from OMol25.

```
67
Properties=species:S:1:pos:R:3:nbo_charge:R:1
W -0.307 0.019 -0.449 1.068
O 0.533 0.142 -2.277 -0.571
N 1.901 0.137 -2.410 0.000
C 2.393 0.122 -3.660 0.058
C 3.753 0.101 -3.843 -0.214
C 4.589 0.095 -2.728 -0.105
C 4.039 0.107 -1.459 -0.208
C 2.661 0.124 -1.314 0.022
S 1.811 0.137 0.245 0.162
H 1.653 0.122 -4.446 0.260
H 4.150 0.088 -4.848 0.265
H 5.663 0.078 -2.853 0.258
H 4.659 0.099 -0.573 0.261
N -1.977 1.951 1.603 -0.873
P -1.696 0.264 1.588 1.230
C -1.231 -0.146 3.260 -0.347
C -2.096 0.136 4.321 -0.203
C -1.704 -0.154 5.616 -0.196
C -0.462 -0.733 5.853 -0.157
C 0.393 -1.021 4.800 -0.188
C 0.013 -0.726 3.499 -0.197
C -3.339 -0.457 1.296 -0.412
C -4.089 -0.041 0.196 -0.218
C -5.302 -0.646 -0.084 -0.178
C -5.769 -1.674 0.730 -0.179
C -5.021 -2.095 1.819 -0.215
C -3.800 -1.492 2.102 -0.142
C -1.633 2.706 0.529 0.466
C -1.915 4.079 0.489 -0.278
C -1.535 4.812 -0.601 -0.065
C -0.867 4.185 -1.664 -0.271
C -0.613 2.852 -1.573 0.070
N -0.987 2.091 -0.492 -0.603
H -2.477 2.413 2.349 0.436
H -3.074 0.567 4.141 0.221
H -2.367 0.064 6.442 0.239
H -0.163 -0.962 6.867 0.239
H 1.356 -1.475 4.991 0.234
H 0.674 -0.953 2.672 0.221
H -3.754 0.765 -0.447 0.210
H -5.886 -0.317 -0.933 0.235
H -6.720 -2.142 0.514 0.238
H -5.386 -2.889 2.456 0.236
H -3.213 -1.836 2.943 0.224
H -2.428 4.535 1.324 0.247
H -1.750 5.871 -0.640 0.252
H -0.560 4.733 -2.542 0.257
H -0.117 2.314 -2.365 0.233
C -1.964 -11.070 -0.576 -0.726
C -1.616 -9.614 -0.488 0.469
O -0.750 -9.066 -1.100 -0.527
S -2.722 -8.737 0.663 0.233
C -2.198 -7.069 0.449 -0.116
C -3.182 -6.096 0.266 -0.223
C -2.828 -4.771 0.132 -0.074
C -1.473 -4.410 0.163 -0.289
C -0.485 -5.392 0.350 -0.109
C -0.848 -6.710 0.506 -0.198
C -1.110 -3.064 0.009 0.406
C -0.795 -1.883 -0.140 -0.574
H -1.074 -11.630 -0.854 0.258
H -2.715 -11.195 -1.358 0.262
H -2.378 -11.445 0.359 0.242
H -4.222 -6.391 0.215 0.241
H -3.583 -4.008 -0.014 0.223
H 0.557 -5.106 0.381 0.230
H -0.092 -7.463 0.665 0.253
```

- Charge: +2
- M: 763.53 g/mol
- Energy above the lowest of the compared OMol25 structures with the same formula, charge and spin: 0.00 kJ/mol
- F_max: 0.37 eV Å⁻¹
- Gap between HOMO and LUMO (alpha / beta): 0.2109 / 0.2112 Eh
- E: -74941.3876 eV


Record 2
The following is a quantum chemistry calculation of a 10-piece molecular cluster, C40H60O30 overall at a distorted geometry, from OMol25.

```
130
Properties=species:S:1:pos:R:3:lowdin_charge:R:1
C 45.922 60.180 61.353 0.036
C 45.257 59.934 62.782 -0.339
C 44.594 58.632 63.093 -0.052
O 45.534 58.141 64.002 0.138
C 46.352 59.041 64.368 -0.621
O 47.110 58.927 65.329 0.110
O 46.240 60.137 63.670 0.110
H 46.888 60.718 61.344 0.084
H 45.140 60.497 60.653 0.066
H 46.392 59.154 61.186 0.076
H 44.604 60.740 63.022 0.125
H 44.601 57.988 62.204 0.136
H 43.545 58.818 63.382 0.127
C 45.156 56.713 55.142 -0.017
C 44.867 57.820 56.117 -0.309
C 43.394 57.918 56.685 -0.050
O 43.518 57.747 58.080 0.090
C 44.776 57.659 58.363 -0.524
O 45.267 57.443 59.519 0.056
O 45.577 57.574 57.295 0.097
H 45.288 55.767 55.738 0.126
H 46.017 56.870 54.615 0.036
H 44.547 56.817 54.200 0.115
H 45.006 58.830 55.688 0.154
H 42.853 57.018 56.337 0.148
H 42.953 58.792 56.442 0.083
C 44.581 59.726 69.634 0.074
C 45.166 59.583 68.120 -0.326
C 44.177 59.763 67.096 -0.091
O 44.507 61.005 66.494 0.098
C 45.751 61.266 66.938 -0.400
O 46.370 62.431 66.645 0.006
O 46.075 60.534 67.997 0.117
H 44.035 60.463 69.910 0.026
H 45.469 59.866 70.114 0.056
H 44.103 58.932 69.990 0.048
H 45.647 58.756 68.078 0.105
H 43.042 59.698 67.546 0.202
H 44.308 58.993 66.514 0.076
C 50.018 63.907 64.832 -0.016
C 49.323 63.359 63.600 -0.335
C 47.798 63.546 63.643 -0.107
O 47.532 64.029 62.382 0.092
C 48.577 64.489 61.775 -0.550
O 48.627 65.156 60.725 0.094
O 49.679 64.067 62.424 0.086
H 51.180 63.706 64.652 0.136
H 49.694 63.273 65.712 0.082
H 49.873 64.919 65.169 0.076
H 49.478 62.300 63.373 0.154
H 47.600 64.258 64.457 0.140
H 47.462 62.469 63.834 0.150
C 41.894 61.909 64.332 0.032
C 41.173 60.704 65.066 -0.214
C 39.592 60.580 65.025 -0.052
O 39.455 59.214 64.689 0.114
C 40.564 58.656 64.414 -0.653
O 40.657 57.440 64.149 0.099
O 41.616 59.413 64.541 0.092
H 42.955 61.950 64.641 0.087
H 41.209 62.805 64.544 0.122
H 41.769 61.831 63.308 0.026
H 41.272 60.887 66.054 0.092
H 38.969 61.217 64.401 0.129
H 39.074 60.840 65.940 0.128
C 41.001 55.238 61.831 0.020
C 42.282 55.252 61.075 -0.327
C 43.333 54.159 61.275 -0.027
O 43.884 53.916 59.997 0.173
C 43.084 54.295 59.162 -0.626
O 43.211 54.083 57.940 0.088
O 42.028 54.919 59.751 0.059
H 40.232 55.724 61.510 0.029
H 41.095 55.516 62.697 -0.025
H 40.650 54.108 61.601 0.167
H 42.570 56.326 60.913 0.155
H 42.745 53.282 61.617 0.163
H 43.909 54.659 61.929 0.101
C 48.963 60.309 69.758 0.014
C 49.442 59.713 68.340 -0.207
C 49.725 60.824 67.370 -0.105
O 51.101 60.746 67.007 0.048
C 51.639 59.718 67.700 -0.494
O 52.858 59.366 67.512 0.055
O 50.753 59.096 68.480 0.106
H 48.109 60.991 69.713 0.084
H 49.693 60.749 70.322 0.048
H 48.813 59.662 70.540 0.045
H 48.717 59.108 67.995 0.099
H 49.399 61.790 67.515 0.090
H 49.327 60.506 66.236 0.189
C 40.780 59.078 61.155 0.032
C 41.542 60.010 60.199 -0.239
C 40.803 61.215 59.750 -0.062
O 41.695 62.327 59.981 0.108
C 42.699 61.829 60.702 -0.573
O 43.511 62.671 61.323 0.016
O 42.680 60.600 60.897 0.121
H 40.467 59.517 62.058 0.048
H 41.432 58.170 61.438 0.105
H 39.847 58.776 60.571 0.131
H 42.039 59.511 59.435 0.125
H 39.916 61.299 60.194 0.089
H 40.609 61.164 58.644 0.166
C 45.019 65.240 59.153 -0.022
C 45.467 64.219 58.249 -0.257
C 46.289 63.008 58.889 -0.091
O 45.845 61.936 58.246 0.092
C 44.721 62.220 57.547 -0.504
O 43.933 61.332 57.056 0.044
O 44.476 63.460 57.631 0.146
H 44.061 65.027 59.759 0.110
H 44.588 66.115 58.683 0.072
H 45.744 65.532 60.081 0.153
H 45.995 64.492 57.487 0.106
H 46.240 62.649 59.825 0.097
H 47.172 62.985 58.711 0.050
C 49.138 57.904 61.496 -0.006
C 48.668 56.523 61.266 -0.320
C 49.663 55.383 61.696 -0.021
O 48.821 54.503 62.433 0.078
C 47.611 55.003 62.699 -0.549
O 46.716 54.562 63.304 0.190
O 47.545 56.184 61.996 0.064
H 50.028 58.220 61.179 0.045
H 49.433 57.947 62.482 0.074
H 48.462 58.700 61.067 0.108
H 48.305 56.476 60.281 0.137
H 50.408 55.894 62.244 0.120
H 50.016 54.701 61.061 0.095
```

- M: 1020.89 g/mol
- SMILES string: C[C@H]1COC(=O)O1.C[C@H]1COC(=O)O1.C[C@H]1COC(=O)O1.C[C@H]1COC(=O)O1.C[C@H]1COC(=O)O1.C[C@H]1COC(=O)O1.C[C@H]1COC(=O)O1.C[C@H]1COC(=O)O1.C[C@H]1COC(=O)O1.C[C@H]1COC(=O)O1
- Energy above the lowest of the compared OMol25 structures with the same formula, charge and spin: 1712.86 kJ/mol
- F_max: 11.91 eV Å⁻¹
- Gap between HOMO and LUMO: 0.3728 Eh
- E: -103863.9977 eV